{"formula": "C6H10IN2", "method": "the ωB97M-V functional and the def2-TZVPD basis", "total_charge": 1, "smiles": "CC(C)c1[nH+]ccn1I", "energy_ha": -641.54888, "largest_force_ev_per_a": 4.16, "homo_ev": -13.63, "de_lowest_ev": 0.337, "symbols": ["C", "C", "C", "C", "N", "C", "C", "N", "I", "H", "H", "H", "H", "H", "H", "H", "H", "H", "H"], "coordinates": [[-0.132, -1.501, 1.249], [-0.303, -0.990, -0.185], [1.017, -1.252, -0.999], [-0.724, 0.412, -0.117], [-0.026, 1.469, -0.428], [-0.675, 2.645, -0.138], [-1.918, 2.273, 0.227], [-2.031, 0.908, 0.168], [-3.705, -0.190, 0.576], [0.778, -2.078, 1.424], [-0.954, -2.294, 1.505], [-0.235, -0.689, 1.980], [-1.052, -1.804, -0.698], [1.890, -1.109, -0.369], [1.010, -0.575, -1.841], [1.048, -2.242, -1.376], [0.939, 1.383, -0.700], [-0.331, 3.561, -0.513], [-2.765, 2.946, 0.623]], "atomic_forces_ev_per_a": [[-1.904, -1.919, 1.418], [-0.056, -3.818, -1.217], [-0.868, 1.663, 0.810], [-4.022, 0.143, -1.064], [1.327, 0.057, 0.457], [-0.836, -0.928, -0.619], [-2.265, 1.816, 1.057], [2.851, -1.121, 0.422], [0.390, 0.175, -0.013], [0.157, 0.473, -0.193], [1.253, 1.653, -0.368], [0.247, -0.337, 0.008], [1.049, 2.863, 1.023], [0.150, 0.233, -0.057], [0.402, 0.084, -0.465], [-0.130, -0.934, -0.223], [0.227, 0.145, -0.106], [0.570, 1.118, 0.186], [1.456, -1.366, -1.056]], "mulliken_charge": [-1.254, 0.993, -1.792, -0.178, 0.021, -0.427, -0.133, -0.249, 0.389, 0.373, 0.298, 0.352, 0.341, 0.434, 0.469, 0.393, 0.226, 0.390, 0.353]}